# 1
A gas-phase ion, C5H9N2O (charge +1) in a non-equilibrium geometry, computed with ωB97M-V/def2-TZVPD.

Structure (ORCA input):
```
! wB97M-V def2-TZVPD RIJCOSX def2/J DEFGRID3
* xyz 1 1
O -1.639 -0.187 1.489
C -1.618 0.887 1.026
C -0.475 1.549 0.150
N 0.450 0.518 -0.165
C 0.828 -0.565 0.960
N 1.296 -1.617 0.558
C 1.158 -1.570 -0.912
C -0.031 -0.544 -1.063
H -2.483 1.518 1.247
H -1.111 1.906 -0.607
H 0.014 2.299 0.811
H 1.319 0.824 -0.673
H 0.719 -0.447 2.004
H 1.967 -0.828 -1.025
H 0.919 -2.545 -1.130
H -0.352 -0.251 -2.010
H -0.961 -0.947 -0.660
*
```

Computed properties:
total energy = -10348.083 eV
orbital gap = 0.4124 Ha
energy above the lowest of the compared OMol25 structures with the same formula, charge and spin = 437.81 kJ/mol
max |F| = 4.779 eV/A



# 2
A gas-phase ion, C5H9N2O (charge +1) in a non-equilibrium geometry, computed with ωB97M-V/def2-TZVPD.

Structure (ORCA input):
```
! wB97M-V def2-TZVPD RIJCOSX def2/J DEFGRID3
* xyz 1 1
C -0.882 -1.171 0.338
C 1.116 1.882 -0.292
C 0.090 1.088 0.475
C -0.258 1.833 -0.739
C 0.256 -0.380 0.169
N -2.040 -0.761 0.811
N 1.450 -0.895 -0.247
O -0.822 -2.463 -0.009
H 1.506 2.719 0.376
H 1.863 1.314 -0.899
H -0.324 1.449 1.379
H -0.624 1.698 -1.819
H -2.166 0.296 0.754
H -2.879 -1.312 0.794
H 2.448 -0.701 0.086
H 1.362 -1.811 -0.733
H -0.095 -2.782 -0.444
*
```

Computed properties:
total energy = -10347.816 eV
orbital gap (alpha / beta) = 0.3106 / 0.2620 Ha
energy above the lowest of the compared OMol25 structures with the same formula, charge and spin = 463.56 kJ/mol
max |F| = 4.821 eV/A



# 3
A gas-phase ion, C5H9N2O (charge +1) in a non-equilibrium geometry, computed with ωB97M-V/def2-TZVPD.

Structure (ORCA input):
```
! wB97M-V def2-TZVPD RIJCOSX def2/J DEFGRID3
* xyz 1 1
C 2.710 -0.129 0.155
C 1.264 0.502 0.013
O 0.948 1.469 0.624
C -0.105 -0.155 -0.733
C -0.868 -1.133 0.235
N -2.000 -0.277 0.736
C -1.990 0.859 0.087
N -1.099 0.894 -0.865
H 2.881 -0.745 -0.609
H 2.783 -0.635 1.077
H 3.331 0.790 0.283
H -0.015 -0.718 -1.751
H -1.309 -2.061 -0.388
H -0.164 -1.293 1.109
H -2.685 -0.499 1.407
H -2.747 1.598 0.264
H -0.934 1.534 -1.642
*
```

Computed properties:
total energy = -10350.840 eV
orbital gap = 0.3782 Ha
energy above the lowest of the compared OMol25 structures with the same formula, charge and spin = 171.83 kJ/mol
max |F| = 5.325 eV/A



# 4
A gas-phase ion, C5H9N2O2 (charge +1) in a non-equilibrium geometry, computed with ωB97M-V/def2-TZVPD.

Structure (ORCA input):
```
! wB97M-V def2-TZVPD RIJCOSX def2/J DEFGRID3
* xyz 1 1
C 3.172 -0.602 -0.272
O 2.216 0.479 -0.020
C 0.994 0.187 0.351
O 0.278 1.602 0.946
N 0.255 -0.828 0.302
C -0.974 -1.270 0.570
C -2.193 -0.857 0.258
C -2.602 0.281 -0.581
N -1.850 1.348 -0.806
H 2.831 -1.202 -1.129
H 3.322 -1.286 0.589
H 4.077 -0.094 -0.575
H 1.005 2.265 1.284
H -0.942 -2.311 0.979
H -2.953 -1.637 0.437
H -3.655 0.407 -0.613
H -2.136 2.209 -1.186
H -0.843 1.310 -0.534
*
```

Computed properties:
total energy = -12396.849 eV
orbital gap = 0.3235 Ha
energy above the lowest of the compared OMol25 structures with the same formula, charge and spin = 396.20 kJ/mol
max |F| = 3.979 eV/A



# 5
2 unconnected molecules or ions with the total composition C5H9N2O2 in a non-equilibrium geometry, computed with ωB97M-V/def2-TZVPD.

Structure (ORCA input):
```
! wB97M-V def2-TZVPD RIJCOSX def2/J DEFGRID3
* xyz 1 1
C -1.975 0.187 1.069
C 1.540 0.389 -1.031
C 0.411 0.943 -0.638
C -2.865 -1.168 -0.820
C 2.507 0.083 1.191
N -2.664 -0.555 0.433
N 2.550 -0.106 -0.260
O -0.797 1.515 -0.981
O -0.408 1.310 0.364
H -1.934 0.747 1.991
H 1.855 0.252 -1.990
H -3.090 -0.490 -1.656
H -2.069 -1.957 -1.006
H -3.789 -1.629 -0.870
H 3.030 -0.766 1.826
H 2.853 1.020 1.387
H 1.393 0.087 1.647
H 3.449 0.136 -0.655
*
```

Computed properties:
total energy = -12390.863 eV
orbital gap = 0.2782 Ha
energy above the lowest of the compared OMol25 structures with the same formula, charge and spin = 973.81 kJ/mol
max |F| = 4.777 eV/A



# 6
A gas-phase ion, C5H9N2O2 (charge +1) in a non-equilibrium geometry, computed with ωB97M-V/def2-TZVPD.

Structure (ORCA input):
```
! wB97M-V def2-TZVPD RIJCOSX def2/J DEFGRID3
* xyz 1 3
C -1.314 1.046 0.505
C 0.415 -1.095 -0.060
C -1.930 -0.292 0.354
C -1.058 -1.236 -0.523
C 0.799 0.355 -0.288
N -0.063 1.308 0.332
N 2.081 0.576 0.426
O 1.181 -1.767 0.596
O 1.011 0.561 -1.643
H -1.945 1.644 1.202
H -2.074 -0.803 1.305
H -3.037 -0.208 -0.029
H -0.871 -0.826 -1.579
H -1.360 -2.266 -0.631
H 2.040 1.261 1.168
H 2.913 0.686 -0.160
H 2.148 -0.413 0.816
H 1.064 1.468 -1.791
*
```

Computed properties:
total energy = -12393.718 eV
orbital gap (alpha / beta) = 0.1910 / 0.2337 Ha
⟨S²⟩ = 2.01
energy above the lowest of the compared OMol25 structures with the same formula, charge and spin = 167.85 kJ/mol
max |F| = 4.035 eV/A



# 7
A gas-phase ion, C5H9N2O4 (charge +1) in a non-equilibrium geometry, computed with ωB97M-V/def2-TZVPD.

Structure (ORCA input):
```
! wB97M-V def2-TZVPD RIJCOSX def2/J DEFGRID3
* xyz 1 1
C -3.283 0.792 0.279
O -1.865 0.560 0.023
C -1.611 -0.702 -0.206
O -2.267 -1.623 -0.521
N -0.088 -0.820 -0.216
C 0.935 0.027 -0.192
O 0.907 1.279 -0.501
C 1.901 2.240 0.051
O 2.178 -0.555 -0.127
C 2.061 -1.955 0.088
N 0.526 -2.097 0.032
H -3.271 1.813 0.789
H -3.617 -0.188 0.679
H -3.907 1.085 -0.613
H 1.878 3.101 -0.762
H 2.909 1.947 0.242
H 1.517 2.579 1.136
H 2.709 -2.595 -0.693
H 2.360 -2.195 1.144
H 0.028 -2.694 -0.633
*
```

Computed properties:
total energy = -16490.918 eV
orbital gap = 0.3639 Ha
energy above the lowest of the compared OMol25 structures with the same formula, charge and spin = 400.94 kJ/mol
max |F| = 3.783 eV/A



# 8
2 unconnected molecules or ions with the total composition C5H9N2P in a non-equilibrium geometry, computed with ωB97M-V/def2-TZVPD.

Structure (ORCA input):
```
! wB97M-V def2-TZVPD RIJCOSX def2/J DEFGRID3
* xyz 0 1
C 3.178 0.022 -0.076
C 2.912 -1.375 -0.030
C 1.980 0.661 -0.124
C 1.564 -1.535 -0.086
C -2.911 -0.050 -0.081
N 0.985 -0.288 -0.125
N -0.288 0.025 -0.074
P -1.468 -1.173 -0.257
H 4.149 0.479 -0.077
H 3.645 -2.155 0.042
H 1.728 1.700 -0.182
H 0.950 -2.414 -0.056
H -3.711 -0.546 0.462
H -3.271 0.213 -1.076
H -2.590 0.851 0.437
H -0.833 0.796 -1.767
H -1.422 -1.558 1.106
*
```

Computed properties:
total energy = -17594.870 eV
orbital gap (alpha / beta) = 0.2808 / 0.2805 Ha
energy above the lowest of the compared OMol25 structures with the same formula, charge and spin = 406.24 kJ/mol
max |F| = 2.470 eV/A



# 9
C5H9N2P in the gas phase in a non-equilibrium geometry, computed with ωB97M-V/def2-TZVPD.

Structure (ORCA input):
```
! wB97M-V def2-TZVPD RIJCOSX def2/J DEFGRID3
* xyz 0 3
C 0.266 0.548 -0.338
C -2.015 0.671 -0.975
C 0.317 -0.537 0.488
C 1.488 1.577 -0.422
C -0.463 -1.807 0.765
N -0.738 0.997 -1.136
N -2.446 1.396 0.299
P -1.929 1.763 1.640
H -2.644 1.056 -1.709
H -2.172 -0.398 -0.748
H 1.278 -0.519 1.117
H 1.484 2.201 0.528
H 1.338 2.184 -1.333
H 2.408 0.928 -0.419
H 0.261 -2.571 1.121
H -1.165 -2.045 -0.089
H -1.213 -1.611 1.724
*
```

Computed properties:
total energy = -17594.789 eV
orbital gap (alpha / beta) = 0.2363 / 0.2853 Ha
⟨S²⟩ = 2.04
energy above the lowest of the compared OMol25 structures with the same formula, charge and spin = 88.68 kJ/mol
max |F| = 5.522 eV/A



# 10
A gas-phase ion, C5H9N2S (charge +1) in a non-equilibrium geometry, computed with ωB97M-V/def2-TZVPD.

Structure (ORCA input):
```
! wB97M-V def2-TZVPD RIJCOSX def2/J DEFGRID3
* xyz 1 1
C -2.016 -0.069 -0.058
C 0.914 -0.344 -1.181
C 0.423 -0.755 0.152
C 1.139 0.509 -0.015
C 1.706 1.680 0.511
N -0.996 -0.915 0.331
N -3.198 -0.839 0.039
S -2.008 1.526 -0.293
H 1.712 -0.901 -1.744
H 0.404 -0.070 -2.086
H 1.042 -1.520 0.677
H 1.400 1.954 1.468
H 1.574 2.564 0.013
H 2.707 1.725 0.196
H -1.185 -1.600 1.028
H -3.151 -1.833 -0.189
H -3.945 -0.427 -0.451
*
```

Computed properties:
total energy = -19135.621 eV
orbital gap = 0.2347 Ha
energy above the lowest of the compared OMol25 structures with the same formula, charge and spin = 396.51 kJ/mol
max |F| = 3.592 eV/A



Which of these has the lowest max |F|?
number 8



Number 9 is which compound?
C5H9N2P



What did the third record say?
A gas-phase ion, C5H9N2O (charge +1) in a non-equilibrium geometry, computed with ωB97M-V/def2-TZVPD.

Structure (ORCA input):
```
! wB97M-V def2-TZVPD RIJCOSX def2/J DEFGRID3
* xyz 1 1
C 2.710 -0.129 0.155
C 1.264 0.502 0.013
O 0.948 1.469 0.624
C -0.105 -0.155 -0.733
C -0.868 -1.133 0.235
N -2.000 -0.277 0.736
C -1.990 0.859 0.087
N -1.099 0.894 -0.865
H 2.881 -0.745 -0.609
H 2.783 -0.635 1.077
H 3.331 0.790 0.283
H -0.015 -0.718 -1.751
H -1.309 -2.061 -0.388
H -0.164 -1.293 1.109
H -2.685 -0.499 1.407
H -2.747 1.598 0.264
H -0.934 1.534 -1.642
*
```

Computed properties:
total energy = -10350.840 eV
orbital gap = 0.3782 Ha
energy above the lowest of the compared OMol25 structures with the same formula, charge and spin = 171.83 kJ/mol
max |F| = 5.325 eV/A



Among the records above, which one has the lowest max |F|?
number 8